[1]
A 7-piece molecular cluster, C49H101N5O9 overall in a non-equilibrium geometry, computed with wB97M-V/def2-TZVPD.

```
164
Properties=species:S:1:pos:R:3:lowdin_charge:R:1
C 0.945 1.092 -0.801 -0.02
C -0.084 1.065 0.328 -0.71
O 0.294 0.618 1.424 -0.02
O -1.062 1.829 0.062 -0.08
H 0.551 1.261 -1.807 0.04
H 1.402 0.109 -0.976 0.02
H 1.723 1.811 -0.553 0.07
C 3.094 3.000 2.235 -0.06
C 2.135 4.183 2.045 -0.80
O 0.968 4.122 2.503 -0.08
O 2.613 5.222 1.510 -0.14
H 2.769 1.961 2.249 0.04
H 3.559 3.270 3.191 0.05
H 3.887 3.079 1.484 0.04
C -4.261 0.458 -1.686 -0.02
C -5.036 0.551 -0.353 -0.51
C -6.423 -0.085 -0.590 -0.16
C -6.456 -1.594 -0.603 -0.20
C -5.757 -2.243 0.593 -0.14
C -4.384 -1.637 0.871 -0.50
N -4.461 -0.182 0.766 -0.10
O -3.261 0.481 1.181 0.00
C -4.005 -1.904 2.319 -0.04
C -3.335 -2.355 -0.045 -0.02
C -5.241 2.034 -0.027 -0.02
H -3.426 1.169 -1.638 0.07
H -4.813 0.804 -2.564 0.08
H -3.806 -0.487 -1.979 0.06
H -7.187 0.260 0.117 0.11
H -6.808 0.215 -1.573 0.11
H -6.107 -1.942 -1.584 0.11
H -7.500 -1.924 -0.676 0.10
H -5.685 -3.290 0.285 0.11
H -6.367 -2.252 1.499 0.11
H -4.584 -1.189 2.915 0.09
H -4.405 -2.822 2.766 0.08
H -2.950 -1.800 2.558 0.06
H -3.395 -2.157 -1.111 0.05
H -2.309 -2.201 0.303 0.07
H -3.410 -3.437 0.120 0.07
H -5.727 2.568 -0.839 0.08
H -4.282 2.524 0.161 0.09
H -5.711 2.056 0.959 0.09
H -2.843 0.730 0.337 0.05
C -2.330 5.313 -2.565 -0.04
C -1.041 4.646 -3.032 -0.52
C -0.775 5.114 -4.468 -0.17
C 0.597 4.695 -4.979 -0.19
C 1.617 5.501 -4.167 -0.15
C 1.502 5.217 -2.659 -0.50
N 0.064 5.226 -2.215 -0.07
O -0.015 4.844 -0.839 0.01
C 2.169 3.896 -2.338 -0.03
C 2.251 6.360 -1.942 -0.03
C -1.247 3.131 -3.036 -0.03
H -2.579 5.065 -1.535 0.09
H -3.107 5.009 -3.275 0.08
H -2.251 6.400 -2.641 0.08
H -1.561 4.833 -5.176 0.11
H -0.785 6.209 -4.469 0.12
H 0.583 4.918 -6.052 0.10
H 0.817 3.629 -4.909 0.09
H 1.537 6.577 -4.332 0.11
H 2.582 5.201 -4.590 0.11
H 3.191 3.833 -2.714 0.09
H 2.112 3.734 -1.264 0.08
H 1.590 3.131 -2.862 0.05
H 2.093 6.245 -0.866 0.07
H 3.313 6.243 -2.165 0.08
H 1.867 7.342 -2.224 0.07
H -0.305 2.610 -3.212 0.04
H -1.955 2.903 -3.839 0.08
H -1.663 2.726 -2.113 0.06
H 0.123 3.883 -0.919 0.07
C -0.619 -4.487 1.546 -0.03
C 0.895 -4.625 1.438 -0.51
C 1.111 -5.613 0.286 -0.16
C 2.537 -5.779 -0.293 -0.17
C 3.070 -4.400 -0.674 -0.13
C 2.852 -3.294 0.381 -0.48
N 1.493 -3.393 0.942 -0.10
O 1.268 -2.325 1.839 -0.02
C 3.930 -3.396 1.483 -0.02
C 2.925 -1.925 -0.296 -0.04
C 1.569 -5.209 2.683 -0.02
H -0.934 -4.193 0.546 0.07
H -1.039 -3.838 2.314 0.08
H -1.012 -5.478 1.796 0.08
H 0.819 -6.639 0.554 0.12
H 0.488 -5.465 -0.605 0.12
H 2.572 -6.548 -1.059 0.11
H 3.092 -6.146 0.580 0.09
H 2.720 -4.084 -1.663 0.10
H 4.133 -4.533 -0.922 0.12
H 4.892 -3.121 1.053 0.08
H 3.684 -2.711 2.296 0.08
H 3.875 -4.385 1.934 0.06
H 2.883 -1.117 0.435 0.09
H 3.848 -1.726 -0.851 0.09
H 2.147 -1.750 -1.036 0.04
H 0.783 -5.724 3.246 0.08
H 2.013 -4.424 3.292 0.08
H 2.284 -6.004 2.474 0.07
H 0.902 -1.604 1.296 0.08
C -0.118 3.232 6.561 -0.02
C 0.244 1.788 6.878 -0.51
C -0.796 1.392 7.998 -0.15
C -0.842 -0.092 8.323 -0.19
C -1.240 -0.833 7.043 -0.16
C -0.253 -0.534 5.934 -0.50
N 0.020 0.903 5.731 -0.09
O 0.980 1.129 4.733 0.02
C 0.970 -1.464 6.108 -0.05
C -0.872 -1.032 4.596 -0.04
C 1.620 1.617 7.495 -0.04
H -1.051 3.120 6.003 0.10
H 0.588 3.735 5.899 0.09
H -0.284 3.822 7.462 0.08
H -0.416 1.835 8.930 0.11
H -1.782 1.842 7.884 0.12
H -1.674 -0.261 9.016 0.10
H 0.092 -0.493 8.709 0.10
H -2.218 -0.534 6.651 0.12
H -1.261 -1.912 7.204 0.11
H 0.922 -2.550 6.021 0.08
H 1.757 -1.123 5.424 0.08
H 1.512 -1.397 7.067 0.06
H -1.595 -0.342 4.156 0.09
H -0.104 -1.073 3.820 0.07
H -1.292 -2.032 4.722 0.08
H 2.440 1.914 6.833 0.09
H 1.821 0.618 7.892 0.06
H 1.821 2.230 8.383 0.08
H 1.788 0.757 5.128 0.08
C 4.203 -2.071 -6.126 -0.05
C 3.129 -1.542 -5.186 -0.52
C 2.630 -0.211 -5.791 -0.14
C 1.343 0.408 -5.225 -0.17
C 0.220 -0.595 -5.263 -0.14
C 0.581 -1.984 -4.724 -0.47
N 1.916 -2.365 -5.308 -0.09
O 2.160 -3.742 -5.037 -0.04
C 0.459 -2.034 -3.193 -0.02
C -0.469 -2.988 -5.253 -0.05
C 3.647 -1.364 -3.752 -0.01
H 5.001 -1.331 -6.179 0.09
H 3.782 -2.300 -7.105 0.08
H 4.620 -2.994 -5.716 0.08
H 3.443 0.523 -5.718 0.12
H 2.566 -0.404 -6.866 0.11
H 1.102 1.265 -5.853 0.11
H 1.556 0.732 -4.204 0.10
H -0.276 -0.603 -6.237 0.12
H -0.517 -0.156 -4.575 0.12
H 1.173 -2.759 -2.786 0.07
H 0.806 -1.103 -2.740 0.05
H -0.532 -2.340 -2.873 0.09
H -0.395 -3.027 -6.346 0.08
H -0.371 -3.985 -4.826 0.08
H -1.467 -2.615 -5.026 0.09
H 2.730 -1.165 -3.177 0.05
H 4.158 -0.450 -3.455 0.10
H 3.899 -2.332 -3.316 0.08
H 1.691 -4.198 -5.742 0.09
```

E ... -78322.576 eV
ΔE to the lowest compared entry with this formula, charge and spin ... 0.0 kcal/mol
Net charge ... -2
Frontier orbital gap ... 0.1727 Eh
HOMO energy ... -1.2 eV
Maximum force ... 2.728 eV/Å

[2]
C45H45IrN5OPTe as an isolated structure, computed with wB97M-V/def2-TZVPD.

```
99
Properties=species:S:1:pos:R:3:lowdin_charge:R:1
Ir -0.055 0.431 0.288 1.05
C 2.922 5.706 -0.677 -0.04
C 3.880 4.862 -0.126 -0.05
C 3.577 3.534 0.113 -0.07
C 2.295 3.060 -0.177 -0.32
C 1.345 3.896 -0.748 -0.09
C 1.662 5.224 -0.999 -0.05
P 1.984 1.338 0.196 1.01
C 3.210 0.392 -0.714 -0.36
C 3.139 0.389 -2.107 -0.08
C 4.056 -0.343 -2.841 -0.05
C 5.048 -1.065 -2.188 -0.05
C 5.126 -1.054 -0.803 -0.06
C 4.203 -0.331 -0.060 -0.08
C 2.079 0.913 1.946 -0.36
C 2.952 1.081 3.007 -0.06
C 2.603 0.496 4.221 -0.06
C 1.408 -0.202 4.349 -0.08
C 0.497 -0.304 3.296 -0.11
C 0.833 0.280 2.085 -0.34
H 3.167 6.742 -0.869 0.12
H 4.869 5.238 0.100 0.12
H 4.339 2.870 0.507 0.11
H 0.372 3.511 -1.013 0.07
H 0.928 5.877 -1.450 0.12
H 2.374 0.964 -2.618 0.10
H 4.003 -0.348 -3.921 0.12
H 5.767 -1.632 -2.764 0.12
H 5.908 -1.605 -0.299 0.11
H 4.262 -0.331 1.022 0.10
H 3.885 1.621 2.903 0.12
H 3.269 0.579 5.070 0.12
H 1.157 -0.647 5.304 0.11
H -0.445 -0.815 3.445 0.10
C -2.313 -1.726 7.303 -0.03
C -2.325 -0.782 6.138 -0.24
C -3.184 -0.969 5.067 0.00
C -3.201 -0.113 3.967 -0.32
C -4.166 -0.445 2.852 -0.09
C -2.328 0.988 3.982 -0.33
Te -2.661 2.232 2.289 1.98
N -1.380 1.914 0.698 -0.37
C -2.003 2.620 -0.293 -0.65
O -2.907 3.413 -0.024 -0.03
C -1.546 2.423 -1.700 -0.19
C -0.884 1.287 -2.152 -0.11
C -0.455 1.176 -3.464 -0.06
C -0.699 2.218 -4.349 -0.04
C -1.380 3.348 -3.919 -0.03
C -1.806 3.449 -2.603 0.00
C -2.357 4.165 3.056 -0.33
C -1.164 4.881 2.974 -0.29
C 0.020 4.403 2.189 -0.05
C -1.113 6.122 3.594 0.01
C -2.206 6.657 4.265 -0.24
C -2.128 7.999 4.933 -0.03
C -3.388 5.926 4.290 0.01
C -3.500 4.681 3.685 -0.29
C -4.818 3.951 3.761 -0.07
C -1.440 1.210 5.049 -0.30
C -0.519 2.389 5.149 -0.02
C -1.466 0.314 6.107 -0.01
H -3.086 -2.486 7.210 0.08
H -2.473 -1.188 8.238 0.09
H -1.348 -2.229 7.381 0.09
H -3.869 -1.808 5.080 0.12
H -4.744 -1.324 3.126 0.09
H -3.654 -0.674 1.913 0.08
H -4.871 0.362 2.651 0.06
H -0.758 0.360 -1.559 0.05
H 0.038 0.273 -3.799 0.12
H -0.374 2.138 -5.378 0.12
H -1.586 4.152 -4.613 0.12
H -2.342 4.322 -2.256 0.13
H -0.176 4.530 1.127 0.07
H 0.247 3.348 2.343 0.04
H 0.910 4.982 2.433 0.10
H -0.192 6.692 3.541 0.13
H -1.127 8.420 4.868 0.08
H -2.399 7.922 5.987 0.09
H -2.823 8.699 4.469 0.09
H -4.254 6.336 4.797 0.13
H -5.602 4.630 4.089 0.09
H -4.780 3.125 4.479 0.09
H -5.127 3.552 2.794 0.06
H 0.131 2.466 4.281 0.06
H 0.115 2.296 6.029 0.09
H -1.083 3.317 5.239 0.09
H -0.801 0.487 6.946 0.13
N 3.285 -5.050 0.924 0.20
C 2.638 -3.890 1.012 -0.47
N 2.610 -3.241 2.185 0.22
N 2.069 -3.434 -0.102 0.15
C 1.413 -2.328 -0.064 -0.27
N 0.817 -1.336 -0.128 0.01
H 3.708 -5.497 1.718 0.13
H 3.260 -5.540 0.046 0.13
H 3.018 -3.637 3.014 0.13
H 2.131 -2.358 2.274 0.09
```

E ... -76302.185 eV
ΔE to the lowest compared entry with this formula, charge and spin ... 0.0 kcal/mol
Net charge ... +2
Frontier orbital gap ... 0.2690 Eh
HOMO energy ... -13.3 eV
Maximum force ... 0.855 eV/Å

[3]
C28H58BaNO14 as an isolated structure in a non-equilibrium geometry, computed with wB97M-V/def2-TZVPD.

```
102
Properties=species:S:1:pos:R:3:lowdin_charge:R:1
Ba -2.185 2.303 3.015 1.39
C 0.144 -0.626 -0.028 0.00
C -0.701 0.288 0.860 -0.79
O -1.582 -0.219 1.599 -0.15
O -0.690 1.518 0.786 -0.19
H 0.532 -0.154 -0.930 0.06
H -0.404 -1.449 -0.487 0.06
H 0.887 -1.091 0.620 0.07
C 5.058 -2.258 -0.970 -0.05
C 3.684 -2.522 -1.308 -0.04
C 3.431 -2.739 -2.668 -0.02
C 4.417 -2.631 -3.618 -0.16
C 5.761 -2.426 -3.256 0.00
C 6.063 -2.153 -1.957 -0.07
N 4.063 -2.871 -5.006 -0.30
O 2.873 -2.838 -5.348 0.07
O 5.054 -2.921 -5.795 0.05
H 5.243 -2.123 0.085 0.09
H 2.856 -2.648 -0.626 0.09
H 2.418 -2.885 -3.013 0.12
H 6.579 -2.308 -3.951 0.12
H 7.065 -1.947 -1.612 0.11
C -0.263 3.076 -5.153 -0.15
O 0.576 1.988 -5.149 -0.17
C 1.489 1.926 -4.003 -0.16
C 2.603 0.875 -4.212 -0.16
O 3.530 1.061 -5.315 -0.17
C 4.323 2.209 -5.338 -0.12
H 0.299 4.002 -5.029 0.08
H -0.939 3.026 -4.300 0.08
H -0.900 3.139 -6.035 0.09
H 0.945 1.799 -3.067 0.12
H 2.051 2.858 -3.959 0.09
H 2.111 -0.085 -4.368 0.12
H 3.026 0.792 -3.210 0.11
H 3.771 3.134 -5.505 0.08
H 5.122 2.103 -6.072 0.09
H 4.813 2.343 -4.374 0.08
C -2.390 -4.694 -1.722 -0.09
O -3.322 -4.277 -0.692 -0.18
C -2.704 -4.149 0.578 -0.21
C -3.700 -3.835 1.663 -0.20
O -4.329 -5.031 2.126 -0.18
C -5.413 -4.824 3.061 -0.09
H -1.840 -5.602 -1.473 0.08
H -1.632 -3.970 -2.023 0.08
H -2.998 -4.940 -2.592 0.09
H -1.880 -3.439 0.497 0.11
H -2.230 -5.116 0.743 0.12
H -4.413 -3.149 1.205 0.11
H -3.219 -3.343 2.507 0.12
H -5.764 -5.802 3.390 0.08
H -6.149 -4.160 2.608 0.08
H -5.144 -4.414 4.035 0.07
C 1.705 4.746 -1.686 -0.10
O 2.754 4.049 -0.970 -0.19
C 2.344 2.837 -0.237 -0.13
C 3.650 2.013 0.061 -0.20
O 4.727 2.735 0.609 -0.18
C 5.882 1.935 0.798 -0.10
H 0.735 4.673 -1.195 0.09
H 1.612 4.643 -2.767 0.06
H 1.910 5.810 -1.563 0.08
H 1.539 2.314 -0.754 0.09
H 1.962 3.220 0.710 0.10
H 3.995 1.625 -0.898 0.11
H 3.394 1.198 0.738 0.11
H 6.361 1.803 -0.172 0.09
H 5.599 0.950 1.169 0.07
H 6.529 2.324 1.584 0.09
C -3.474 0.508 6.310 -0.06
O -2.453 0.448 5.265 -0.36
C -1.233 -0.098 5.745 -0.20
C -0.212 -0.178 4.578 -0.19
O 0.053 1.118 4.026 -0.39
C 1.347 1.405 3.505 -0.09
H -4.126 -0.365 6.339 0.09
H -4.079 1.330 5.925 0.07
H -3.004 0.738 7.266 0.09
H -1.426 -1.146 5.975 0.13
H -0.748 0.406 6.580 0.13
H -0.630 -0.900 3.876 0.11
H 0.713 -0.628 4.938 0.13
H 2.088 1.425 4.303 0.10
H 1.327 2.305 2.891 0.08
H 1.680 0.647 2.795 0.08
C -4.553 -0.540 2.839 -0.07
O -4.603 0.846 2.454 -0.36
C -5.691 1.127 1.649 -0.23
C -5.440 2.464 0.954 -0.19
O -4.118 2.614 0.470 -0.25
C -3.733 1.731 -0.578 -0.10
H -3.694 -0.670 3.497 0.07
H -4.362 -1.043 1.891 0.07
H -5.476 -0.872 3.313 0.10
H -6.552 1.191 2.315 0.13
H -5.836 0.296 0.959 0.13
H -5.581 3.203 1.743 0.11
H -6.160 2.711 0.173 0.13
H -3.709 0.691 -0.253 0.08
H -2.702 1.914 -0.880 0.08
H -4.309 1.646 -1.500 0.09
```

E ... -60815.120 eV
ΔE to the lowest compared entry with this formula, charge and spin ... 1.5 kcal/mol
⟨S²⟩ ... 0.75
Net charge ... 0
Frontier orbital gap (alpha / beta) ... 0.0897 / 0.3084 Eh
HOMO energy (alpha / beta) ... -3.2 / -9.2 eV
Maximum force ... 3.154 eV/Å
Multiplicity ... 2

[4]
One molecule with the formula C3H6 in a non-equilibrium geometry, computed with wB97M-V/def2-TZVPD.

```
9
Properties=species:S:1:pos:R:3:lowdin_charge:R:1
C 0.084 0.686 0.937 -0.04
C -0.112 0.626 -0.434 -0.31
C -0.083 -0.869 -0.393 -0.16
H 1.033 1.039 1.346 0.06
H -0.752 0.535 1.625 0.07
H 0.613 1.127 -1.083 0.09
H 0.872 -1.312 -0.703 0.07
H -0.893 -1.397 0.123 0.07
H -0.762 -0.433 -1.419 0.14
```

E ... -3201.833 eV
ΔE to the lowest compared entry with this formula, charge and spin ... 129.7 kcal/mol
SMILES ... C=CC
Net charge ... 0
Frontier orbital gap (alpha / beta) ... 0.2883 / 0.2518 Eh
HOMO energy (alpha / beta) ... -7.3 / -6.6 eV
Maximum force ... 7.725 eV/Å